(1)
{"formula": "C10H18BO6", "method": "the ωB97M-V functional and the def2-TZVPD basis", "species": ["C", "C", "B", "O", "C", "C", "C", "C", "C", "O", "O", "H", "H", "H", "H", "H", "H", "H", "H", "H", "H", "H", "H", "H", "H", "C", "C", "O", "C", "O", "O", "H", "H", "H", "H"], "positions_angstrom": [[-2.600, 1.010, 2.289], [-2.512, -0.613, 2.107], [-1.346, -0.865, 0.988], [0.043, -0.362, 1.152], [-1.656, -1.645, -0.400], [-2.297, -0.480, -1.359], [-1.920, -0.662, -2.893], [-0.452, -0.159, -3.253], [-0.191, -0.412, -4.820], [-0.866, -1.235, -5.448], [0.803, 0.309, -5.534], [-3.652, 1.382, 2.084], [-2.320, 1.308, 3.352], [-1.901, 1.549, 1.562], [-2.261, -1.029, 3.134], [-3.491, -1.043, 1.693], [-0.004, 0.515, 0.707], [-0.674, -2.029, -0.863], [-3.423, -0.510, -1.152], [-1.897, 0.534, -0.971], [-2.647, -0.009, -3.500], [-2.092, -1.742, -3.220], [-0.415, 0.980, -3.117], [0.361, -0.590, -2.592], [0.656, 1.255, -5.307], [2.916, -0.136, 2.703], [4.266, -0.157, 2.053], [4.593, 1.225, 1.954], [3.876, 1.877, 2.910], [4.039, 3.024, 3.210], [2.953, 1.059, 3.479], [2.746, -1.006, 3.338], [2.101, -0.062, 1.978], [5.021, -0.656, 2.668], [4.246, -0.624, 1.068]], "charge": -1, "e_above_lowest_kcal_mol": 53.9, "multiplicity": 1}

(2)
{"formula": "C6H9N2P", "method": "the ωB97M-V functional and the def2-TZVPD basis", "species": ["C", "C", "N", "C", "C", "C", "N", "C", "P", "H", "H", "H", "H", "H", "H", "H", "H", "H"], "positions_angstrom": [[1.492, 1.563, -0.530], [1.046, 0.310, 0.283], [1.215, -0.917, -0.418], [0.138, -1.494, -0.710], [-1.154, -0.736, -0.358], [-1.642, -0.194, -1.535], [-1.950, 0.297, -2.513], [-0.526, 0.282, 0.630], [-0.719, -0.211, 2.371], [1.951, 1.171, -1.432], [2.133, 2.199, 0.052], [0.687, 2.285, -0.913], [1.652, 0.302, 1.199], [0.130, -2.352, -1.256], [-1.848, -1.497, 0.059], [-1.134, 1.302, 0.580], [0.401, -1.218, 2.322], [-1.871, -1.093, 2.170]], "smiles": "C[C@@H]1N=C[C@H](C#N)[C@H]1P", "charge": 0, "e_above_lowest_kcal_mol": 35.5, "multiplicity": 1}

(3)
{"formula": "C15H42N8O7Zn", "method": "the ωB97M-V functional and the def2-TZVPD basis", "species": ["Zn", "C", "O", "N", "N", "H", "H", "H", "H", "C", "O", "N", "N", "H", "H", "H", "H", "C", "O", "N", "N", "H", "H", "H", "H", "C", "O", "C", "C", "N", "C", "C", "O", "C", "H", "H", "H", "H", "H", "H", "H", "H", "H", "H", "H", "H", "H", "H", "H", "C", "O", "C", "C", "N", "C", "C", "O", "C", "H", "H", "H", "H", "H", "H", "H", "H", "H", "H", "H", "H", "H", "H", "H"], "positions_angstrom": [[0.452, 0.240, -1.352], [0.652, 5.619, 1.170], [0.572, 4.659, 0.459], [1.704, 6.197, 1.631], [-0.431, 6.222, 1.624], [2.581, 5.955, 1.192], [1.582, 6.983, 2.254], [-0.349, 6.978, 2.289], [-1.289, 5.753, 1.372], [-0.234, -5.040, -4.954], [0.166, -4.263, -4.120], [-0.035, -4.740, -6.191], [-0.770, -6.222, -4.912], [0.626, -4.040, -6.496], [-0.402, -5.361, -6.897], [-1.002, -6.652, -4.028], [-1.286, -6.558, -5.713], [-3.021, 1.237, -6.543], [-2.289, 1.151, -5.558], [-3.280, 2.306, -7.168], [-3.909, 0.334, -6.917], [-2.993, 3.215, -6.836], [-3.965, 2.417, -7.902], [-4.432, 0.320, -7.781], [-3.826, -0.530, -6.402], [-5.150, -2.239, 5.551], [-4.584, -1.851, 4.306], [-3.423, -0.947, 4.518], [-3.099, -0.085, 3.279], [-3.011, -0.752, 1.956], [-4.281, -1.164, 1.260], [-5.305, -0.045, 1.199], [-4.532, 1.156, 0.961], [-5.274, 2.312, 0.696], [-4.489, -2.856, 6.158], [-5.957, -2.905, 5.245], [-5.667, -1.527, 6.194], [-2.559, -1.584, 4.707], [-3.747, -0.368, 5.383], [-2.183, 0.487, 3.426], [-3.910, 0.641, 3.325], [-2.755, -1.659, 2.318], [-4.655, -1.953, 1.913], [-4.110, -1.661, 0.305], [-5.766, -0.088, 2.186], [-5.926, -0.133, 0.308], [-4.669, 3.188, 0.465], [-6.025, 2.529, 1.455], [-5.862, 2.094, -0.196], [6.191, -1.961, 4.545], [5.611, -1.557, 3.376], [6.267, -0.458, 2.749], [5.267, 0.277, 1.761], [4.562, -0.700, 0.891], [5.419, -1.072, -0.211], [5.577, 0.014, -1.295], [4.262, 0.538, -1.627], [4.366, 1.720, -2.541], [6.325, -1.204, 5.318], [7.169, -2.406, 4.359], [5.687, -2.864, 4.890], [7.135, -0.850, 2.218], [6.650, 0.287, 3.446], [5.879, 0.899, 1.107], [4.631, 0.948, 2.339], [4.494, -1.538, 1.451], [5.041, -1.973, -0.693], [6.446, -1.278, 0.091], [6.077, -0.406, -2.167], [6.154, 0.817, -0.836], [4.737, 2.592, -2.003], [3.363, 2.029, -2.833], [4.809, 1.377, -3.477]], "charge": 2, "e_above_lowest_kcal_mol": 322.6, "multiplicity": 1}

Table of LUMO (eV), in record order: 2.63; 0.74; -11.34
Table of Kohn-Sham gap (eV), in record order: 4.452; 10.525; 2.053